(1)
Computed, not measured: a structure of composition C3H10N2O2 at a distorted geometry, with the ωB97M-V functional and the def2-TZVPD basis.

```
17
Properties=species:S:1:pos:R:3:forces:R:3:mulliken_charge:R:1
C -0.74191 0.59579 -1.99524 0.0 0.3 0.7 -0.600
O -1.35929 0.48338 -0.73163 -0.6 0.4 1.6 -0.580
H -1.05776 0.87379 0.24002 0.4 -0.3 -2.7 0.476
H -0.61428 -0.41170 -2.40434 0.1 0.0 0.0 0.222
H 0.23696 1.08001 -1.92963 0.0 0.1 -0.2 0.257
H -1.40663 1.12736 -2.68678 0.2 0.2 0.1 0.264
C 1.11922 -1.14435 -0.01874 0.2 0.5 -0.1 -1.164
C -0.23120 -1.02272 0.54439 0.0 0.3 1.9 0.922
N 0.96922 1.25698 1.64875 -0.4 -0.3 -0.3 -0.460
O -0.29715 0.60175 1.53396 0.3 -1.2 -0.6 -0.493
N -1.10821 -1.81537 0.83897 0.3 0.5 -0.4 -0.599
H 1.27286 1.13044 2.61189 -0.2 0.0 -0.1 0.216
H 0.81120 2.25611 1.52220 -0.2 -0.2 0.0 0.226
H -1.97887 -1.49372 1.24299 0.1 0.1 0.2 0.276
H 1.06543 -1.51126 -1.04222 0.0 -0.1 0.1 0.306
H 1.69119 -1.82758 0.60960 -0.1 -0.1 -0.1 0.359
H 1.62922 -0.17892 0.01579 -0.1 -0.1 -0.1 0.372
```
Forces are in eV/Å.

Calculated values
**F_max**: 2.76 eV/Å
**HOMO-LUMO gap**: 0.35953 Eh
**Spin multiplicity**: 1
**Energy**: -10343.93078 eV
**HOMO**: -8.856 eV
**ΔE to the lowest compared entry with this formula, charge and spin**: 5.557 eV

***

(2)
Computed, not measured: a structure of composition C3H10N2O2 at a distorted geometry, with the ωB97M-V functional and the def2-TZVPD basis.

```
17
Properties=species:S:1:pos:R:3:forces:R:3:mulliken_charge:R:1
C 0.74758 -0.19852 0.81810 1.1 -0.7 1.4 -0.059
N 0.52408 -0.42598 -0.50119 -1.3 0.6 0.7 -0.140
C -0.85365 -0.28559 -0.97446 0.8 -1.7 -1.3 -0.643
C -2.24024 0.31092 0.25498 -0.9 -3.2 2.9 -0.692
N -3.14673 -0.99824 0.27960 2.2 2.0 -1.5 -0.693
O 1.84364 0.04898 1.31518 -0.5 0.1 -0.6 -0.615
H -0.09603 -0.30231 1.47552 -0.8 0.0 0.0 0.547
H 1.33264 -0.19108 -1.07630 -0.4 0.3 -0.4 0.385
H -0.78077 0.03558 -2.01997 -0.3 0.4 0.1 0.387
H -1.46539 -1.20652 -0.98857 0.7 0.6 0.5 0.246
H -1.35419 0.67597 -0.48015 -0.6 1.2 -0.3 0.399
H -2.83468 1.09810 0.68226 0.9 1.6 -1.1 0.387
H -4.02705 -0.57886 0.56947 -0.2 -0.2 0.0 0.288
H -3.20991 -0.97644 -0.73433 -1.4 -1.0 -0.1 0.263
H 2.85206 2.05179 -0.74078 0.5 0.0 -0.9 0.310
H 2.55640 0.92726 0.08908 1.1 -1.0 -0.6 0.323
O 3.01134 1.09501 -0.79148 -1.1 1.0 1.2 -0.692
```
Forces are in eV/Å.

Calculated values
**F_max**: 4.36 eV/Å
**HOMO-LUMO gap**: 0.25712 Eh
**Spin multiplicity**: 1
**Energy**: -10340.87666 eV
**HOMO**: -7.004 eV
**ΔE to the lowest compared entry with this formula, charge and spin**: 8.611 eV

***

(3)
Computed, not measured: a structure of composition C3H10N2O2 at a distorted geometry, with the ωB97M-V functional and the def2-TZVPD basis.

```
17
Properties=species:S:1:pos:R:3:forces:R:3:mulliken_charge:R:1
C -1.32884 -0.07200 -0.44305 0.4 0.0 0.4 -0.686
C -0.85568 -0.33872 1.68100 -0.7 -0.1 -0.2 -1.109
N -0.94493 1.04123 -1.05058 0.2 0.1 0.1 -0.203
H -1.41800 1.90750 -0.83945 0.0 -0.1 -0.1 0.202
H -0.00950 1.09316 -1.48453 -0.3 0.0 0.2 0.309
H -2.37079 -0.15055 -0.16470 0.1 0.0 0.2 0.414
H -0.82713 -0.98098 -0.74095 0.0 0.0 0.0 0.391
H -1.41166 -1.27581 1.65502 0.0 0.0 0.1 0.304
H -1.53034 0.46019 1.99363 0.0 0.1 -0.2 0.312
H -0.15951 -0.41902 2.52363 0.3 -0.1 -0.1 0.365
C 1.76259 -0.11386 -0.74865 -0.6 -0.2 -0.6 0.528
N 1.54412 0.29053 0.49967 -0.5 -0.5 0.6 -0.593
O 1.84470 -1.47994 -0.85450 0.1 0.3 0.0 -0.451
O 1.75272 0.57001 -1.78984 0.3 -0.3 0.4 -0.738
H 1.95253 -1.66713 -1.79676 0.0 0.1 0.0 0.330
H 0.40664 -0.16673 1.02226 0.9 0.8 -0.8 0.370
H 1.59308 1.30215 0.53781 -0.2 -0.1 0.0 0.255
```
Forces are in eV/Å.

Calculated values
**F_max**: 1.43 eV/Å
**HOMO-LUMO gap**: 0.33170 Eh
**Spin multiplicity**: 1
**Energy**: -10345.88368 eV
**HOMO**: -8.625 eV
**ΔE to the lowest compared entry with this formula, charge and spin**: 3.604 eV

***

(4)
Computed, not measured: a cluster of 2 separate species, C3H10N2O2 in total at a distorted geometry, with the ωB97M-V functional and the def2-TZVPD basis.

```
17
Properties=species:S:1:pos:R:3:forces:R:3:mulliken_charge:R:1
C -1.80469 0.86595 -1.17075 0.1 -0.8 1.5 -0.768
N -0.96601 0.23781 -0.13150 0.5 0.9 0.2 -0.179
C -0.41821 1.05848 0.81976 0.0 -0.3 0.3 0.501
O -0.79928 2.19733 0.98631 0.1 0.5 -0.2 -0.610
C 0.76583 0.47070 1.59495 0.1 -0.4 -0.5 -0.486
N 2.04035 1.12770 1.30780 -0.2 0.1 0.2 -0.602
H -2.75372 1.14479 -0.73220 -0.4 0.0 -0.1 0.269
H -1.31236 1.79683 -1.42061 0.1 0.0 -0.6 0.270
H -1.94871 0.14569 -1.96224 0.1 0.2 -0.4 0.296
H -0.84451 -0.74287 0.04462 -0.2 -0.1 -0.6 0.220
H 0.84248 -0.57796 1.28888 0.2 0.0 0.3 0.271
H 0.61572 0.52616 2.67310 -0.2 0.0 -0.1 0.317
H 2.21366 1.21700 0.31580 -0.1 -0.1 -0.1 0.224
H 2.00173 2.06785 1.67810 0.0 0.1 0.0 0.275
O 1.03080 -4.04098 -2.02370 -0.4 0.1 0.5 -0.632
H 0.57810 -4.37875 -1.23537 0.2 -0.1 -0.3 0.318
H 0.75881 -3.11573 -2.03295 0.2 0.0 -0.2 0.313
```
Forces are in eV/Å.

Calculated values
**F_max**: 1.70 eV/Å
**HOMO-LUMO gap**: 0.35000 Eh
**Spin multiplicity**: 1
**Energy**: -10348.31626 eV
**HOMO**: -9.329 eV
**ΔE to the lowest compared entry with this formula, charge and spin**: 1.172 eV

***

(5)
Computed, not measured: a cluster of 2 separate species, C3H10N2O2 in total at a distorted geometry, with the ωB97M-V functional and the def2-TZVPD basis.

```
17
Properties=species:S:1:pos:R:3:forces:R:3:mulliken_charge:R:1
N -0.63088 -1.54469 1.80766 0.7 0.0 0.9 -0.599
C -0.14404 -0.21736 1.51172 0.2 0.6 -0.4 -0.486
N 0.44383 -0.15455 0.17437 -0.9 -0.6 -0.4 -0.315
C 0.63153 1.22344 -0.26864 0.2 -0.6 0.1 -0.407
C 1.31840 1.28870 -1.62777 -0.1 -0.4 0.9 -0.043
O 2.22828 2.03543 -1.83648 0.3 0.3 -0.4 -0.461
H -1.22078 -1.47904 2.63026 0.1 -0.3 0.0 0.244
H -1.18029 -1.92073 1.06195 -0.4 0.0 -0.5 0.219
H -0.95780 0.51528 1.58766 0.2 0.2 -0.3 0.339
H 0.65228 0.11228 2.19390 -0.4 -0.3 0.6 0.361
H 1.29901 -0.69732 0.17684 0.1 0.2 0.0 0.202
H 1.22010 1.75640 0.48417 0.0 0.5 -0.3 0.357
H -0.36369 1.65807 -0.38110 0.0 0.2 0.1 0.302
H 0.96295 0.55533 -2.37462 -0.1 0.1 -0.1 0.331
O -1.73064 -0.77733 -1.68307 0.3 -0.6 -0.3 -0.648
H -1.52174 -1.39715 -2.39670 -0.3 0.2 0.0 0.315
H -1.00654 -0.95674 -1.06014 0.1 0.5 0.2 0.287
```
Forces are in eV/Å.

Calculated values
**F_max**: 1.13 eV/Å
**HOMO-LUMO gap**: 0.38334 Eh
**Spin multiplicity**: 1
**Energy**: -10347.61398 eV
**HOMO**: -9.610 eV
**ΔE to the lowest compared entry with this formula, charge and spin**: 1.874 eV

***

(6)
Computed, not measured: a cluster of 2 separate species, C3H10N2O2 in total at a distorted geometry, with the ωB97M-V functional and the def2-TZVPD basis.

```
17
Properties=species:S:1:pos:R:3:forces:R:3:mulliken_charge:R:1
C -1.70952 0.36698 -0.73409 0.7 1.0 0.9 -0.349
C -0.54539 -0.43230 -0.16039 1.1 0.4 -1.3 -0.632
C -0.37361 -0.13161 1.31844 -0.7 -0.5 0.3 0.426
N 0.70762 -0.71194 1.91202 -0.3 0.6 0.0 -0.405
O -1.23355 0.50272 1.89056 -0.1 0.0 0.1 -0.575
N -1.57579 0.71544 -2.08812 -1.4 -1.3 -0.3 -0.110
H -2.66079 -0.18143 -0.55304 -0.2 0.1 -0.3 0.298
H -1.85502 1.29395 -0.16164 -0.2 -0.1 0.1 0.399
H -0.61101 -1.48389 -0.41795 -0.2 -0.3 0.5 0.418
H 0.38629 -0.12829 -0.67023 -0.2 0.1 0.1 0.363
H 0.72783 -0.49064 2.90189 0.2 0.0 -0.1 0.308
H 1.56664 -0.50826 1.41694 0.5 -0.4 0.0 0.267
H -2.23664 1.33322 -2.56046 0.2 0.5 0.4 0.327
H -1.29394 -0.02887 -2.71284 0.8 -0.1 -0.3 0.303
H 3.80660 -0.82335 0.21156 0.4 0.4 -0.1 0.310
H 3.67670 0.77041 0.12492 0.4 -0.3 0.0 0.309
O 3.22359 -0.06215 0.28241 -0.9 -0.1 0.1 -0.656
```
Forces are in eV/Å.

Calculated values
**F_max**: 1.99 eV/Å
**HOMO-LUMO gap (spin up / spin down)**: 0.37153 / 0.18343 Eh
**Spin multiplicity**: 2
**Energy**: -10339.98620 eV
**Charge**: +1
**HOMO (spin up / spin down)**: -13.656 / -13.649 eV
**ΔE to the lowest compared entry with this formula, charge and spin**: 0.905 eV

***

(7)
Computed, not measured: a structure of composition C3H10N2O2S at a distorted geometry, with the ωB97M-V functional and the def2-TZVPD basis.

```
18
Properties=species:S:1:pos:R:3:forces:R:3:mulliken_charge:R:1
C -0.28835 0.87886 0.07877 -1.3 -0.4 -1.7 -0.528
C -1.81869 0.61699 0.13881 0.5 1.7 -0.6 -0.914
S -2.28085 1.45165 1.73010 0.7 -5.1 0.8 -0.176
N 0.32862 0.30309 -1.16186 -0.3 -0.1 2.5 -0.302
C 0.35436 -1.08870 -1.22961 1.0 -0.9 -1.0 0.449
N 0.62347 -1.75725 -0.04897 -0.2 0.9 0.6 -0.271
O 0.30668 -1.66490 -2.29740 -0.8 0.0 0.0 -0.601
H -0.04988 0.40720 1.02237 1.4 0.2 -0.2 0.398
H -0.04625 1.93734 0.02743 -0.2 0.1 0.6 0.374
H -2.40383 1.07231 -0.67037 0.3 -0.1 0.1 0.368
H -1.96910 -0.45927 0.14670 -0.3 0.2 0.0 0.379
H -1.79434 -0.24916 2.20358 -1.2 4.1 0.0 0.153
H -0.04717 0.76303 -1.97217 0.1 -0.3 -0.5 0.263
H 0.26055 -2.66944 0.15504 0.2 -0.1 -0.6 0.180
H 1.20367 -1.30679 0.64908 -0.2 0.0 -0.1 0.233
H 2.21198 0.48485 -0.28963 0.1 -0.3 -0.1 0.353
H 2.71227 1.05455 1.00543 0.2 -0.2 0.2 0.319
O 2.69688 0.22563 0.51270 -0.1 0.5 0.0 -0.675
```
Forces are in eV/Å.

Calculated values
**F_max**: 5.23 eV/Å
**HOMO-LUMO gap**: 0.31441 Eh
**Spin multiplicity**: 1
**Energy**: -21182.00959 eV
**HOMO**: -9.467 eV
**ΔE to the lowest compared entry with this formula, charge and spin**: 2.752 eV

***

(8)
Computed, not measured: a structure of composition C3H10N2O3 at a distorted geometry, with the ωB97M-V functional and the def2-TZVPD basis.

```
18
Properties=species:S:1:pos:R:3:forces:R:3:mulliken_charge:R:1
H -0.46893 -1.02117 0.61533 0.9 0.2 -0.3 0.415
O 0.21963 -1.67424 1.49637 1.2 0.3 -2.1 -0.928
N -0.88014 -0.18715 -0.15016 -1.4 1.7 -1.5 0.079
H -0.47409 -1.80033 2.09089 -1.4 -0.4 1.9 0.180
C -1.20514 -0.14278 -1.48212 -0.1 -0.4 -1.9 -0.453
C -1.32580 1.05088 0.35417 0.5 -0.6 3.9 -1.008
C -1.70840 1.09721 -1.90735 0.0 -0.4 2.7 -0.537
N -1.80296 1.83560 -0.66971 -0.3 1.6 -1.5 0.044
H -2.19077 2.80462 -0.64127 0.9 -1.7 0.3 0.387
H -1.01630 1.36718 1.43101 -0.5 -0.3 -2.6 0.186
H -2.19578 1.64430 -2.70773 0.4 -1.0 -0.5 0.453
H -1.04510 -1.02840 -2.17054 -0.1 1.2 1.1 0.271
O 2.55114 -0.61518 2.09355 -2.2 1.1 -0.7 -0.717
H 1.62771 -1.01482 1.74803 1.5 0.0 1.3 0.392
H 3.24302 -1.24253 2.15852 0.5 -1.2 -0.2 0.271
O 2.21344 -0.52964 -1.05881 1.8 1.6 -3.0 -0.644
H 2.62586 0.34916 -0.89730 -0.8 -1.3 0.5 0.309
H 1.83261 -0.89272 -0.30289 -0.9 -0.3 2.3 0.299
```
Forces are in eV/Å.

Calculated values
**F_max**: 3.93 eV/Å
**HOMO-LUMO gap (spin up / spin down)**: 0.14028 / 0.29910 Eh
**Spin multiplicity**: 2
**Energy**: -12393.74978 eV
**Charge**: -1
**HOMO (spin up / spin down)**: 0.280 / -4.197 eV
**ΔE to the lowest compared entry with this formula, charge and spin**: 1.891 eV